(1)
Here is 12 unconnected molecules or ions with the total composition H24O12 from the Open Molecules 2025 dataset. Energies are from ωB97M-V with the def2-TZVPD basis set.

```
! RIJCOSX wB97M-V def2-TZVPD def2/J DEFGRID3
* xyz 0 1
O 4.4027 -1.8221 3.1713
H 4.0225 -2.3413 2.4627
H 5.1589 -1.3906 2.7736
O 2.1544 4.4482 1.4193
H 1.3441 4.2133 1.8714
H 2.7134 3.6767 1.5120
O -3.5178 -0.3941 -4.3799
H -4.4594 -0.3092 -4.2305
H -3.1199 -0.1651 -3.5399
O -2.6387 -0.4780 3.0023
H -3.3360 -0.4893 3.6579
H -1.8309 -0.4155 3.5120
O 0.7814 -4.3134 -2.9846
H 0.8516 -5.0072 -3.6402
H 0.9247 -3.5041 -3.4752
O 3.2997 -4.6034 0.0400
H 3.8137 -5.3705 -0.2124
H 2.5389 -4.6227 -0.5405
O 1.0047 0.5037 -0.4837
H 0.7150 -0.4038 -0.3901
H 0.2449 0.9623 -0.8424
O 5.0237 0.0773 -1.6868
H 5.5511 -0.0501 -0.8982
H 4.1199 0.0889 -1.3717
O -1.9951 6.2000 -2.4238
H -1.3342 6.7031 -2.8995
H -1.5206 5.4413 -2.0841
O -1.5109 3.9617 3.1652
H -2.2274 3.7298 3.7561
H -1.8611 3.8013 2.2889
O -3.2691 1.7282 -0.5061
H -4.1740 2.0374 -0.4641
H -3.1903 1.1163 0.2258
O -2.8995 -4.6942 1.2419
H -3.4117 -4.3697 1.9826
H -2.3687 -3.9452 0.9707
*
```

gap between HOMO and LUMO	10.9855	eV
HOMO	-0.415	Eh
energy relative to the best compared isomer or geometry (same formula, charge and spin)	2.792	eV

***

(2)
Here is 12 unconnected molecules or ions with the total composition H24O12 from the Open Molecules 2025 dataset. Energies are from ωB97M-V with the def2-TZVPD basis set.

```
! RIJCOSX wB97M-V def2-TZVPD def2/J DEFGRID3
* xyz 0 1
O -1.6813 -1.5386 -3.8009
H -1.9978 -1.2625 -4.6610
H -1.1747 -2.3319 -3.9748
O 0.1419 -0.7247 0.1990
H 0.1731 -0.5500 -0.7416
H -0.7157 -0.4013 0.4748
O -0.8769 -4.7674 2.1406
H -0.4471 -4.0104 1.7426
H -0.9291 -4.5516 3.0717
O 1.5676 3.7683 -4.1156
H 0.7810 3.9511 -3.6017
H 2.1197 4.5404 -3.9920
O -1.6311 4.8122 -1.4861
H -1.9333 5.6826 -1.2266
H -1.5409 4.3339 -0.6618
O -1.3305 -3.0762 6.0362
H -1.6748 -2.3418 5.5280
H -1.0966 -2.6940 6.8820
O 5.1203 0.0896 -3.1517
H 4.7953 -0.7196 -2.7568
H 4.4256 0.3594 -3.7523
O -3.7144 0.3416 3.9931
H -3.7070 1.2972 4.0477
H -4.6429 0.1094 3.9765
O 0.4374 3.8513 2.5731
H 1.3781 4.0091 2.6533
H 0.1575 3.6147 3.4573
O 4.2147 -0.7833 2.3914
H 3.2789 -0.9292 2.2522
H 4.6430 -1.3167 1.7219
O -4.6402 1.2968 -1.6739
H -3.9895 0.6881 -2.0235
H -4.4839 2.1136 -2.1478
O 2.9518 -3.9038 -3.0577
H 3.5257 -4.3321 -3.6929
H 2.4958 -4.6241 -2.6224
*
```

gap between HOMO and LUMO	11.3035	eV
HOMO	-0.413	Eh
energy relative to the best compared isomer or geometry (same formula, charge and spin)	2.801	eV

***

(3)
Here is 12 unconnected molecules or ions with the total composition H24O12 from the Open Molecules 2025 dataset. Energies are from ωB97M-V with the def2-TZVPD basis set.

```
! RIJCOSX wB97M-V def2-TZVPD def2/J DEFGRID3
* xyz 0 1
O -1.8067 -2.4377 -2.1309
H -2.0787 -2.9457 -1.3919
H -0.9977 -2.0197 -1.8919
O -0.9027 1.3923 3.8531
H -0.8537 0.7943 4.6451
H -0.7737 0.7833 3.1651
O 2.5773 0.7783 2.0581
H 2.6823 0.3313 2.8991
H 1.7253 1.1263 2.0841
O -0.0127 -0.9237 2.6351
H 0.3863 -1.2567 3.4551
H -0.3177 -1.6677 2.1081
O -1.0257 0.9363 -3.2609
H -1.7397 1.5433 -3.4689
H -0.8497 0.4473 -4.0449
O 0.1493 1.8973 0.9051
H -0.3577 2.5983 1.2281
H 0.6923 2.2153 0.2081
O 0.4303 -3.1967 -0.5029
H 0.3543 -2.2447 -0.5619
H 1.2653 -3.5027 -0.8809
O -0.5187 -0.5027 -0.2769
H -0.6767 -0.2477 -1.1719
H -0.4857 0.3273 0.2511
O 1.4823 -1.0627 -2.9249
H 1.7893 -1.9187 -3.1679
H 2.2833 -0.5777 -2.8549
O -3.1377 0.8193 1.7071
H -2.6357 1.6743 1.5801
H -3.5457 0.7933 2.5861
O 0.6603 2.9703 -2.1909
H 0.1633 2.1563 -2.3609
H 0.6743 3.3473 -3.0799
O 2.0533 -1.0907 0.1111
H 1.2963 -0.6217 -0.2659
H 2.0523 -0.7157 0.9491
*
```

gap between HOMO and LUMO	9.8969	eV
HOMO	-0.359	Eh
energy relative to the best compared isomer or geometry (same formula, charge and spin)	2.145	eV

***

(4)
Here is 12 unconnected molecules or ions with the total composition H24O12 from the Open Molecules 2025 dataset. Energies are from ωB97M-V with the def2-TZVPD basis set.

```
! RIJCOSX wB97M-V def2-TZVPD def2/J DEFGRID3
* xyz 0 1
O 0.9122 -0.9447 -0.5084
H -0.0027 -0.6455 -0.4601
H 1.4144 -0.1384 -0.6716
O 3.1082 -0.0561 0.7149
H 2.6738 0.4509 1.4100
H 3.8319 -0.5032 1.1680
O 0.2191 -0.4113 3.3387
H -0.7398 -0.3147 3.3226
H 0.4937 -0.1733 2.4459
O 0.6348 2.2699 2.4177
H 1.1383 2.2820 1.5959
H -0.1117 1.6908 2.2269
O 3.4880 -3.8146 -0.9727
H 3.1652 -3.3575 -0.1879
H 2.6957 -4.2032 -1.3603
O -4.2659 -0.0909 0.1464
H -4.0497 0.1900 1.0427
H -5.2295 -0.0993 0.1293
O -2.0413 -1.5422 0.4303
H -1.7535 -0.7878 0.9566
H -2.2744 -1.1581 -0.4224
O 0.6196 -5.3370 1.2907
H 0.4640 -5.9070 0.5291
H -0.0915 -4.6879 1.2469
O -2.4308 0.8914 -1.7393
H -2.8512 1.4302 -2.4190
H -1.6111 1.3590 -1.5433
O 2.7234 4.5293 -3.0042
H 3.2063 4.2752 -3.7987
H 2.7627 3.7452 -2.4451
O 0.5841 2.4919 -3.2830
H 0.2807 2.8141 -4.1392
H 1.3448 1.9398 -3.4964
O -3.4112 1.7220 1.4403
H -2.5000 1.4531 1.2779
H -3.3785 2.6851 1.4206
*
```

gap between HOMO and LUMO	9.7281	eV
HOMO	-0.382	Eh
energy relative to the best compared isomer or geometry (same formula, charge and spin)	3.829	eV

***

no.,E_tot (Ha)
1,-917.2227
2,-917.2224
3,-917.2465
4,-917.1846